Entry 1:
Density functional theory data (wB97M-V/def2-TZVPD) for a molecular structure, C3H2Br2NO2.

The frontier orbital gap comes out at 7.5432 eV. As for the largest force on an atom: 4.25 eV Å⁻¹. The energy above the lowest of the compared OMol25 structures with the same formula, charge and spin comes out at 0.000 eV. Its charge is -1.

```
10
C3H2Br2NO2 wB97M-V/def2-TZVPD
C -0.50514 0.17136 -0.30678
C -1.47665 -0.69458 0.46700
C 0.98978 0.22785 0.44426
N -0.66577 0.59021 -1.47971
O -2.14768 -0.32399 1.37739
O -1.24597 -1.83731 0.10435
Br 2.17359 -1.01478 -0.36482
Br 1.74747 1.99361 0.16856
H 0.98563 -0.02178 1.44850
H 0.14474 0.90943 -1.85874
```

Atomic partial charges in e from the natural (NBO) method, atoms 1 to 6: 0.24 0.69 -0.39 -0.65 -0.72 -0.73

=====

Entry 2:
Density functional theory data (wB97M-V/def2-TZVPD) for a molecular structure, C43H60AsO6P2RuSSi.

As for the expectation value of S²: 0.766. As for the spin multiplicity: 2. The frontier orbital gap (spin up / spin down) comes out at 7.8341 / 7.5463 eV. As for the largest force on an atom: 3.46 eV Å⁻¹. Its charge is 0.

```
115
C43H60AsO6P2RuSSi wB97M-V/def2-TZVPD
Ru -0.48546 -0.85854 0.27311
C -0.74296 -1.88964 4.35841
Si -0.57796 -0.76214 2.79461
C 1.26254 -0.10064 2.91861
C 1.54554 0.55416 4.11221
C 2.82684 0.96366 4.42921
C 3.86484 0.70976 3.54721
C 3.60524 0.05186 2.35891
C 2.31324 -0.34544 2.02141
P 1.96644 -1.24084 0.45741
C 3.14744 -2.69984 0.52071
C 2.47964 -3.84134 -0.26279
C 3.46274 -4.98094 -0.49009
C 4.60694 -4.53744 -1.41269
C 4.86314 -3.02994 -1.31179
C 4.61744 -2.53054 0.10711
C 2.35794 -0.02044 -0.91469
C 3.72494 0.63146 -1.08939
C 3.56544 1.84156 -2.02439
C 2.52444 1.59256 -3.12529
C 2.43674 0.10636 -3.44879
C 1.90604 -0.66644 -2.23819
C -1.73676 0.74946 2.99521
C -2.46596 0.85596 4.18091
C -3.34186 1.89666 4.40531
C -3.52096 2.87386 3.43841
C -2.83896 2.76916 2.24041
C -1.96516 1.71706 1.99571
P -1.13896 1.54956 0.37911
C -0.13836 3.13146 0.18701
C 0.88214 3.21076 1.33251
C 1.40614 4.64376 1.51201
C 1.46234 5.37036 0.17151
C 0.05004 5.55366 -0.39689
C -0.89826 4.45126 0.09181
C -2.42356 1.53556 -0.96669
C -3.68736 2.39516 -0.88719
C -4.32186 2.50596 -2.28249
C -4.05306 1.25086 -3.10549
C -2.55746 1.13736 -3.42859
C -1.70786 1.73646 -2.30289
H -0.26786 -1.44014 5.22721
H -0.26346 -2.84954 4.18761
H -1.79056 -2.07914 4.57731
H 0.73804 0.74146 4.80411
H 3.01574 1.46826 5.36541
H 4.87214 1.01936 3.78501
H 4.42494 -0.16104 1.69141
H 3.11784 -2.95944 1.58951
H 2.10834 -3.49994 -1.23089
H 1.60094 -4.19584 0.27961
H 2.93664 -5.82764 -0.93149
H 3.85884 -5.30264 0.47601
H 4.36764 -4.78594 -2.44819
H 5.51394 -5.08374 -1.14569
H 4.20824 -2.49584 -2.00039
H 5.89274 -2.81174 -1.60479
H 4.93784 -1.49374 0.19531
H 5.23384 -3.11964 0.78971
H 1.65184 0.79506 -0.66649
H 4.43144 -0.07754 -1.51869
H 4.12214 0.97786 -0.13579
H 4.53304 2.06806 -2.47479
H 3.26734 2.71316 -1.43849
H 2.78784 2.15766 -4.02039
H 1.53994 1.93726 -2.80249
H 3.43094 -0.25494 -3.72039
H 1.78394 -0.06024 -4.30669
H 2.25714 -1.69804 -2.29709
H 0.80824 -0.71104 -2.25779
H -2.33746 0.10426 4.94351
H -3.88856 1.94776 5.33401
H -4.19866 3.69766 3.60521
H -3.00986 3.51886 1.48821
H 0.39834 3.00116 -0.76109
H 1.71424 2.53066 1.13171
H 0.41744 2.88106 2.26641
H 2.39724 4.61836 1.96831
H 0.75124 5.19926 2.18521
H 2.07244 4.78766 -0.52129
H 1.94384 6.34216 0.28891
H 0.09454 5.54666 -1.48779
H -0.35426 6.52196 -0.09589
H -1.73266 4.37786 -0.60259
H -1.28806 4.71626 1.07291
H -2.74896 0.48666 -0.92449
H -3.48336 3.40266 -0.52719
H -4.38346 1.92296 -0.19229
H -3.91026 3.36756 -2.81359
H -5.39506 2.66766 -2.18109
H -4.62976 1.27326 -4.03179
H -4.38176 0.38156 -2.53339
H -2.33326 1.65586 -4.36409
H -2.29396 0.08636 -3.55909
H -1.53976 2.80276 -2.47529
H -0.73116 1.23656 -2.28119
O -3.21176 -3.19334 2.34531
As -3.78876 -2.24204 0.98951
O -5.25266 -1.70654 1.39301
O -2.75486 -0.98424 0.69591
C -3.91516 -3.48724 -0.51519
C -5.19946 -3.85764 -0.89529
C -5.38566 -4.71084 -1.97109
C -4.28926 -5.21634 -2.65859
C -3.00976 -4.84494 -2.28319
C -2.83636 -3.97414 -1.22089
S -1.19356 -3.40784 -0.84609
O -1.07956 -2.08134 -1.51439
O -0.26356 -4.36184 -1.39529
O -1.06406 -3.25774 0.61471
H -2.31736 -3.46514 2.11781
H -6.03196 -3.45504 -0.32679
H -6.38426 -4.98664 -2.27779
H -4.43166 -5.89244 -3.48859
H -2.13466 -5.20234 -2.80319
```

Atomic partial charges in e from the Mulliken method, atoms 1 to 6: 1.65 -1.59 1.69 0.48 -0.89 -1.06

=====

largest force on an atom of number 1 (C3H2Br2NO2)?
4.25 eV Å⁻¹